Below is a cluster of 17 separate species, H35O17 in total in a non-equilibrium geometry, with properties calculated with the ωB97M-V functional and the def2-TZVPD basis.

Last column: Mulliken spin population.
CARTESIAN COORDINATES (ANGSTROEM)
O  4.3671  -2.3939  1.0912  0.000
O  0.5033  1.1173  1.0344  0.001
O  4.3451  1.5953  2.6821  0.120
O  -3.7357  -2.8308  1.3478  0.000
O  2.2054  -0.0632  4.1338  0.001
O  -3.8416  -2.2588  -1.9687  0.000
O  -0.1192  -0.5610  -0.9123  0.000
O  -3.4926  1.8889  0.8362  0.000
O  3.7078  0.3343  -1.2104  0.016
O  3.3993  0.0490  -3.8080  0.577
O  -1.2832  1.5719  2.7213  0.000
O  1.1175  4.0435  1.1662  0.000
O  -2.2071  -4.1128  -0.9606  0.000
O  -2.0836  -1.7439  -0.0553  0.000
O  0.3267  0.1376  -5.6703  0.356
O  1.6902  3.2440  -1.3881  0.001
O  -4.7856  -0.1136  -0.3169  0.000
H  -1.2440  -4.3621  -1.2427  0.000
H  -2.8491  -1.1379  -0.3126  0.000
H  -5.5859  -0.0750  0.2357  0.000
H  -4.2960  0.6626  0.0918  0.000
H  -4.7117  -2.6036  -1.7343  0.000
H  3.4418  0.0296  -2.8364  -0.021
H  1.4594  -0.7636  4.2518  0.000
H  0.4272  0.1264  -0.4031  0.000
H  2.7411  -0.0725  4.9605  0.000
H  1.6563  3.5225  -2.3033  0.000
H  1.1262  0.7023  -5.4504  -0.012
H  4.3937  -0.1388  -4.0193  -0.014
H  -2.6189  -4.1273  -1.8288  0.000
H  0.5923  2.0774  0.9376  0.000
H  0.9830  4.0762  0.1920  0.000
H  4.4494  -3.3404  1.0346  0.000
H  -1.1355  -1.2841  -0.1019  0.000
H  -4.3018  -2.1035  1.6474  0.000
H  2.6365  3.4160  -1.2277  0.000
H  3.9347  -0.1373  -0.3965  -0.001
H  4.9178  -2.0722  1.7979  0.000
H  -3.4355  2.5806  0.1747  0.000
H  3.5018  2.0547  2.4859  -0.005
H  -1.5823  0.7781  3.1916  0.000
H  -0.6752  2.2190  3.1499  0.000
H  -2.1114  -2.5943  -0.6248  0.000
H  0.1757  4.1744  1.4127  0.000
H  -2.5845  1.5899  0.9328  0.000
H  4.0623  1.0512  3.4288  -0.004
H  -3.8445  -3.4114  2.1592  0.000
H  -3.9076  -1.2866  -1.8798  0.000
H  0.8547  -0.6820  -5.6127  -0.013
H  -0.1628  1.0529  1.7593  0.000
H  0.4896  -0.8627  -1.5777  0.000
H  3.0894  1.0377  -1.0144  0.001

Force components x, y, z for each atom (eV/Å):
O -0.65 0.77 -0.71
O 0.37 -0.04 -0.50
O -0.94 0.29 -0.13
O -1.08 -0.97 2.56
O -1.35 -1.55 0.87
O 0.06 0.62 -0.32
O 1.40 1.56 0.67
O 0.10 -0.07 -0.17
O -0.04 -0.26 -0.74
O 2.24 -0.38 -1.78
O -0.17 0.47 -0.34
O -1.83 -0.22 -0.75
O 3.52 -0.57 -1.08
O 0.71 1.81 -0.09
O 2.48 0.36 0.85
O 1.15 -0.22 -0.19
O 0.37 0.83 1.00
H -2.38 0.29 1.10
H 1.03 -1.12 0.58
H 0.07 -0.45 -0.53
H -0.35 -0.57 -0.56
H 0.00 0.23 0.04
H -0.08 0.04 1.98
H 2.28 1.83 -0.07
H -1.19 -0.60 0.13
H -0.89 -0.27 -0.63
H -0.62 0.17 -0.51
H -1.44 0.30 -0.44
H -2.02 0.31 -0.01
H -0.70 0.12 -0.20
H 0.45 0.06 -0.08
H 0.78 0.03 0.42
H 0.27 -0.44 0.19
H -1.46 -0.45 -0.86
H 0.05 0.14 -0.49
H -0.35 0.04 0.50
H -0.05 -0.05 0.06
H 0.36 -0.15 0.42
H -0.19 0.39 -0.16
H 0.64 -0.11 -0.03
H 0.50 0.90 0.82
H -0.96 -1.32 0.58
H -0.53 -0.40 0.48
H 0.84 0.28 0.46
H 0.29 0.10 0.41
H 0.19 -0.20 -0.05
H 0.38 0.48 -1.57
H -0.63 -0.77 -0.29
H -0.85 -0.70 -0.42
H 0.30 -0.14 -0.48
H 0.13 -0.65 -0.51
H -0.20 0.25 0.58

Results
spin multiplicity: 2
DFT total energy: -1299.30438 hartree
HOMO level (spin up / spin down): -15.88 / -15.40 eV
HOMO-LUMO gap (spin up / spin down): 10.21 / 1.94 eV
<S²>: 0.7567
max |F|: 3.727 eV Å⁻¹
total charge: +2
energy relative to the best compared isomer or geometry (same formula, charge and spin): 9.61 kcal/mol